{"formula": "C30H36N9OPS", "method": "ωB97M-V/def2-TZVPD", "total_charge": 0, "homo_lumo_gap_ev": 6.3, "multiplicity": 1, "lumo_energy_ev": -1.606, "de_lowest_ev": 2.1193, "symbols": ["N", "P", "O", "C", "C", "C", "C", "C", "N", "S", "N", "C", "H", "H", "H", "H", "H", "H", "N", "C", "C", "C", "C", "H", "H", "H", "H", "H", "N", "C", "C", "C", "C", "H", "H", "H", "H", "H", "N", "C", "C", "C", "C", "H", "H", "H", "H", "H", "N", "C", "C", "C", "C", "H", "H", "H", "H", "H", "N", "C", "C", "C", "C", "H", "H", "H", "H", "H", "N", "C", "C", "C", "C", "H", "H", "H", "H", "H"], "xyz": [[-2.7582, -0.8059, 1.1322], [-3.2559, -1.7250, -0.3092], [-2.0985, -2.9368, -0.5154], [-4.9144, -2.4758, 0.2372], [-5.0781, -3.8696, 0.6312], [-6.4427, -4.3445, 1.0805], [-7.5459, -3.4066, 1.1032], [-7.4291, -1.9570, 0.7119], [-8.3884, -0.9554, 0.7236], [-7.5393, 0.3957, 0.2119], [-5.9719, -0.1396, -0.0697], [-6.0667, -1.4878, 0.2626], [-2.8608, -1.5006, 1.8959], [-3.5660, -0.1725, 1.2787], [-2.5060, -3.7898, -0.7614], [-4.1596, -4.5037, 0.6067], [-6.5814, -5.4090, 1.4154], [-8.5560, -3.7515, 1.4393], [-2.8520, 2.2953, 2.5327], [-3.4670, 2.2970, 3.7561], [-4.0532, 3.5245, 3.9331], [-3.7870, 4.2918, 2.7699], [-3.0472, 3.5065, 1.9236], [-2.3367, 1.5225, 2.1407], [-3.4330, 1.4274, 4.3933], [-4.6125, 3.8365, 4.8013], [-4.1028, 5.3048, 2.5753], [-2.6424, 3.7039, 0.9429], [0.3181, 2.9534, 0.3535], [0.5732, 1.9162, -0.5031], [1.5205, 2.3343, -1.4016], [1.8544, 3.6723, -1.0721], [1.0990, 4.0261, 0.0162], [-0.3404, 2.9304, 1.1136], [0.0586, 0.9737, -0.3996], [1.9299, 1.7437, -2.2065], [2.5690, 4.3047, -1.5761], [1.0484, 4.9454, 0.5776], [6.6208, 1.2632, -2.5856], [5.3012, 1.6110, -2.4474], [5.1380, 2.1643, -1.2035], [6.4066, 2.1569, -0.5677], [7.3015, 1.5981, -1.4451], [7.0252, 0.8308, -3.3983], [4.5964, 1.4327, -3.2444], [4.2104, 2.5354, -0.7944], [6.6375, 2.5207, 0.4214], [8.3597, 1.4091, -1.3569], [7.5369, 1.5326, -6.3480], [6.3758, 1.0963, -6.9307], [5.7121, 2.1912, -7.4203], [6.5041, 3.3317, -7.1276], [7.6236, 2.8943, -6.4689], [8.2194, 0.9446, -5.9020], [6.1238, 0.0478, -6.9445], [4.7632, 2.1756, -7.9332], [6.2782, 4.3575, -7.3733], [8.4717, 3.4315, -6.0754], [-6.4335, -3.5734, 4.2952], [-6.9065, -4.2204, 5.4044], [-6.4546, -3.5479, 6.5116], [-5.6840, -2.4496, 6.0524], [-5.6919, -2.4905, 4.6812], [-6.6045, -3.8495, 3.3406], [-7.5208, -5.1018, 5.3104], [-6.6563, -3.8146, 7.5374], [-5.1811, -1.7120, 6.6586], [-5.2340, -1.8446, 3.9481], [5.4143, -1.5543, -0.9485], [6.0221, -1.9503, 0.2105], [5.5787, -3.2138, 0.5112], [4.6722, -3.5963, -0.5099], [4.5938, -2.5526, -1.3973], [5.5504, -0.6653, -1.4021], [6.7146, -1.3001, 0.7207], [5.8738, -3.7984, 1.3688], [4.1380, -4.5307, -0.5862], [4.0254, -2.4343, -2.3062]], "forces_ev_per_angstrom": [[-1.004, -1.883, 0.116], [-0.259, 1.236, -1.327], [-1.382, 0.038, 1.101], [-0.415, -1.929, 1.141], [-1.604, 3.031, -0.315], [-0.220, 2.459, -0.713], [0.974, -0.521, -0.143], [1.494, -0.254, -0.235], [3.478, -0.540, -0.723], [0.419, -1.193, 0.104], [-2.753, -2.600, 1.412], [0.083, -0.771, 0.216], [0.389, 0.669, -0.007], [0.490, -0.165, -0.251], [0.286, 0.505, 0.149], [-1.154, 0.343, 0.190], [0.038, 1.317, -0.465], [1.082, 0.296, -0.334], [0.005, -0.026, -0.033], [0.025, -0.047, 0.047], [-0.024, -0.136, 0.076], [0.051, 0.041, -0.114], [0.088, 0.034, -0.082], [-0.079, 0.015, 0.030], [0.004, 0.074, -0.004], [0.030, -0.030, -0.053], [0.023, -0.065, 0.003], [-0.077, 0.015, 0.029], [0.068, -0.038, -0.067], [-0.087, -0.080, 0.004], [-0.097, -0.174, -0.007], [-0.016, 0.213, 0.068], [-0.040, 0.081, 0.053], [0.122, 0.045, -0.031], [0.040, 0.041, -0.028], [-0.034, 0.014, 0.057], [-0.049, -0.023, 0.034], [0.015, -0.046, -0.054], [0.019, -0.018, 0.046], [-0.103, -0.047, -0.078], [-0.109, 0.002, -0.020], [0.161, -0.056, -0.026], [0.091, -0.053, 0.032], [-0.075, 0.122, 0.039], [0.039, 0.053, 0.033], [0.093, -0.078, -0.038], [-0.012, -0.021, -0.063], [-0.065, 0.015, 0.022], [-0.036, 0.020, 0.031], [-0.073, -0.105, 0.048], [-0.037, -0.150, 0.003], [0.133, 0.073, 0.054], [0.048, 0.066, 0.060], [-0.016, 0.066, -0.152], [-0.006, 0.067, -0.025], [0.062, -0.009, 0.028], [0.023, -0.064, 0.019], [-0.071, -0.007, -0.026], [-0.029, -0.029, 0.103], [0.034, -0.017, -0.023], [-0.105, -0.130, 0.014], [0.082, 0.122, -0.085], [0.041, -0.019, -0.051], [0.029, 0.144, 0.190], [0.038, 0.048, 0.041], [0.007, 0.018, -0.065], [-0.036, -0.040, -0.038], [-0.030, -0.016, 0.045], [0.069, -0.142, 0.006], [0.003, 0.055, -0.004], [0.116, 0.061, 0.084], [-0.091, -0.041, -0.133], [-0.001, 0.074, -0.023], [-0.057, 0.047, 0.104], [-0.063, -0.032, -0.016], [-0.015, 0.040, -0.048], [0.027, 0.059, 0.000], [0.004, -0.023, 0.071]]}

{"formula": "C21H23N3O3", "method": "ωB97M-V/def2-TZVPD", "smiles": "CCOC(OCC)c1cn(Cc2ccc(C(=O)c3ccccc3)cc2)nn1", "total_charge": 0, "homo_lumo_gap_ev": 9.5, "multiplicity": 1, "lumo_energy_ev": -0.098, "de_lowest_ev": 4.0165, "symbols": ["C", "C", "H", "H", "O", "C", "C", "C", "N", "N", "N", "C", "C", "C", "C", "C", "C", "C", "H", "H", "C", "O", "C", "C", "C", "C", "C", "C", "H", "H", "H", "H", "H", "H", "H", "H", "H", "H", "O", "C", "C", "H", "H", "H", "H", "H", "H", "H", "H", "H"], "xyz": [[6.7114, -0.8575, -1.4894], [5.2019, -1.0225, -1.5476], [4.9354, -2.0108, -1.9530], [4.7493, -0.2527, -2.1853], [4.6975, -0.9080, -0.2280], [3.3045, -1.0446, -0.1185], [2.5846, 0.2198, -0.5128], [1.7204, 1.0119, 0.2143], [1.3667, 1.9959, -0.6420], [1.9639, 1.8153, -1.8098], [2.6900, 0.7643, -1.7462], [0.4354, 3.0699, -0.4207], [-0.9549, 2.5246, -0.2092], [-1.5106, 1.6837, -1.1681], [-2.7651, 1.1382, -0.9799], [-3.4912, 1.4379, 0.1710], [-2.9461, 2.3044, 1.1144], [-1.6814, 2.8307, 0.9333], [-1.2606, 3.4895, 1.6793], [-3.5247, 2.5461, 1.9932], [-4.8609, 0.9034, 0.4007], [-5.7082, 1.5639, 0.9666], [-5.1366, -0.4689, -0.0920], [-6.4354, -0.7868, -0.4855], [-6.7373, -2.0584, -0.9331], [-5.7504, -3.0308, -0.9708], [-4.4627, -2.7295, -0.5563], [-4.1515, -1.4542, -0.1218], [-3.1511, -1.2290, 0.2182], [-3.6981, -3.4920, -0.5716], [-5.9858, -4.0264, -1.3169], [-7.7427, -2.2952, -1.2480], [-7.1923, -0.0180, -0.4400], [-3.1925, 0.4970, -1.7364], [-0.9497, 1.4563, -2.0632], [0.7536, 3.6598, 0.4443], [0.4720, 3.6975, -1.3162], [1.3403, 0.9447, 1.2108], [2.9692, -1.4526, 1.1714], [3.6475, -0.7657, 2.2179], [2.9360, -1.0784, 3.5240], [2.9325, -2.1514, 3.6912], [1.9052, -0.7355, 3.4858], [3.4462, -0.5888, 4.3489], [4.6896, -1.1034, 2.2567], [3.6488, 0.3137, 2.0213], [2.9523, -1.8587, -0.7811], [7.1450, -1.6173, -0.8447], [7.1293, -0.9519, -2.4875], [6.9610, 0.1206, -1.0881]], "forces_ev_per_angstrom": [[-0.463, -0.080, 0.093], [0.216, 0.089, -0.385], [-0.005, 0.094, 0.027], [0.131, -0.213, 0.060], [-0.105, -0.003, 0.304], [-0.150, -0.367, -0.390], [-0.368, 0.350, 0.717], [0.321, -0.314, -0.339], [0.499, -0.616, 0.513], [-0.385, 0.966, -0.813], [0.341, -0.507, -0.136], [-0.322, 0.344, -0.046], [-0.089, 0.001, 0.023], [0.039, 0.084, 0.019], [-0.045, 0.064, 0.076], [0.257, 0.371, 0.117], [-0.182, -0.153, -0.055], [0.098, 0.032, -0.124], [0.064, 0.056, 0.084], [-0.063, 0.023, 0.065], [-0.067, 0.099, 0.078], [0.113, -0.089, -0.072], [-0.303, -0.351, -0.054], [0.110, 0.116, 0.028], [-0.062, -0.015, -0.012], [0.038, -0.025, 0.006], [0.024, -0.132, -0.015], [-0.087, 0.138, 0.047], [0.068, 0.012, -0.016], [0.054, -0.061, 0.009], [-0.016, -0.078, -0.030], [-0.076, -0.014, -0.031], [-0.060, 0.056, 0.019], [-0.009, -0.070, -0.042], [0.065, -0.038, -0.101], [-0.013, -0.047, -0.156], [0.073, -0.060, 0.154], [-0.109, -0.033, 0.241], [-0.044, 0.032, -0.032], [0.136, 0.080, 0.281], [0.127, 0.048, -0.470], [-0.005, -0.118, 0.081], [-0.122, 0.045, 0.052], [0.033, 0.031, 0.112], [-0.134, 0.111, -0.018], [0.057, -0.081, 0.036], [0.171, 0.195, 0.145], [0.099, -0.079, 0.038], [0.088, -0.002, -0.096], [0.065, 0.110, 0.008]]}

{"formula": "C6H18N2P2", "method": "ωB97M-V/def2-TZVPD", "total_charge": 2, "homo_lumo_gap_ev": 8.5, "multiplicity": 1, "lumo_energy_ev": -7.755, "de_lowest_ev": 0.0000, "symbols": ["C", "C", "C", "C", "C", "C", "N", "N", "P", "P", "H", "H", "H", "H", "H", "H", "H", "H", "H", "H", "H", "H", "H", "H", "H", "H", "H", "H"], "xyz": [[0.8816, -1.4710, -1.3685], [-0.8535, 2.3677, 0.8802], [3.1994, -2.1143, -1.0985], [1.7186, -3.4512, -2.5001], [-1.9656, 3.4660, 2.7410], [-3.1320, 1.7598, 1.4488], [2.0381, -2.0883, -2.0120], [-1.8189, 2.2169, 1.9610], [0.2511, 1.2220, 0.3536], [-0.1598, -0.3601, -2.0622], [0.6587, -1.9352, -0.4182], [-0.9148, 3.3243, 0.3796], [4.0872, -2.4600, -1.6249], [3.3889, -1.1168, -0.7050], [3.0011, -2.7929, -0.2701], [0.9510, -3.4058, -3.2707], [2.6100, -3.9184, -2.9150], [1.3541, -4.0610, -1.6751], [-2.6547, 3.3071, 3.5685], [-1.0011, 3.7789, 3.1370], [-2.3600, 4.2561, 2.1045], [-3.0130, 0.8330, 0.8895], [-3.8185, 1.5895, 2.2768], [-3.5548, 2.5181, 0.7922], [2.2930, -1.5202, -2.8313], [-1.4722, 1.4915, 2.6028], [-0.1073, 0.2130, 1.2798], [0.5463, -0.1854, -3.2697]], "forces_ev_per_angstrom": [[-0.912, 0.172, -0.866], [0.919, -0.698, -0.435], [0.862, 0.072, 0.618], [-0.256, -0.918, -0.404], [-0.003, 0.830, 0.608], [-0.901, -0.366, -0.335], [0.119, 0.375, -0.347], [0.051, -0.414, 0.277], [-0.256, 1.512, 0.723], [0.230, -0.851, 0.231], [0.078, -0.025, 0.165], [-0.111, 0.121, 0.042], [-0.115, -0.022, -0.117], [-0.099, 0.001, -0.106], [-0.142, -0.006, -0.090], [0.021, 0.167, 0.085], [0.084, 0.149, 0.052], [0.038, 0.141, 0.077], [0.000, -0.137, -0.071], [0.026, -0.134, -0.091], [0.004, -0.137, -0.117], [0.138, 0.082, 0.069], [0.123, 0.081, 0.086], [0.149, 0.067, 0.028], [-0.096, -0.114, 0.231], [-0.053, 0.198, -0.215], [-0.081, -0.199, 0.088], [0.183, 0.053, -0.186]]}